Here is a 12-piece molecular cluster, C5H32N2O12 overall at a distorted geometry from OMol25. Energies are from the ωB97M-V functional and the def2-TZVPD basis.

Geometry as ORCA input:
```
! wB97M-V def2-TZVPD RIJCOSX def2/J DEFGRID3
* xyz 0 1
H -2.664 -2.760 -1.009
O 1.822 -1.897 -2.958
H -0.928 -4.349 1.248
O -2.676 1.895 1.327
H -1.246 0.140 -0.904
H -2.169 2.446 -1.862
H -1.307 3.197 2.532
O -1.586 -2.122 -2.026
H 2.171 -2.790 -2.685
H 5.500 0.029 -0.143
H -2.087 2.391 0.738
O 3.672 -3.986 -1.102
O 4.724 -0.455 -0.432
N -1.465 3.178 -1.849
H 1.722 2.504 -1.152
H 4.646 -1.248 0.111
H 1.542 -1.667 3.872
O -3.498 -0.607 0.889
H 0.678 1.674 -2.307
H 2.709 -3.897 -1.003
H -1.178 3.130 -2.828
H -1.712 -1.578 -2.808
C 0.698 0.725 -0.473
H 2.344 -1.358 -2.343
O -1.332 -4.798 0.505
H -4.052 -0.309 1.615
H -1.321 -1.795 4.277
O -3.345 -3.337 -0.566
H -0.232 -1.221 -0.280
H -2.778 0.033 0.857
N 1.914 0.513 0.201
H 2.309 -2.481 2.755
H 3.844 -3.678 -0.200
H -0.636 -2.283 -1.963
C 0.747 1.986 -1.250
H -1.293 -1.057 2.948
H 0.283 4.807 -1.885
O 2.126 -1.608 3.110
H -0.910 2.629 0.027
C -0.384 3.008 -0.850
C -0.280 -0.179 -0.518
O -0.777 -1.671 3.487
H 2.735 1.003 -0.080
H 1.885 -0.005 1.060
C 0.205 4.411 -0.884
O -0.778 3.827 2.027
O 0.639 5.146 -0.033
H -3.601 1.984 1.087
H -3.732 -2.638 -0.019
H -0.119 4.194 2.623
H -1.606 -4.152 -0.158
*
```

SMILES   C=C(N)C[C@H](N)C=O.O.O.O.O.O.O.O.O.O.O.O
Frontier orbital gap   0.29653 hartree
ΔE to the lowest compared entry with this formula, charge and spin   137.2 kcal per mole
Highest occupied orbital energy   -8.32 eV
Energy   -33252.105 eV



Here is a 10-piece molecular cluster, C5H32N3O9 overall at a distorted geometry from OMol25. Energies are from the ωB97M-V functional and the def2-TZVPD basis.

Geometry as ORCA input:
```
! wB97M-V def2-TZVPD RIJCOSX def2/J DEFGRID3
* xyz 1 1
H 2.036 -0.839 2.348
O -2.573 2.364 -1.816
H 0.225 5.284 1.551
H 2.364 0.491 -2.004
H 2.586 0.323 0.363
H 0.127 4.331 -1.791
H -0.189 3.866 -0.296
O 0.091 4.370 1.297
O -1.605 3.305 3.196
H -1.855 2.994 -1.595
H 0.396 -3.469 1.810
H -2.393 -0.766 -3.433
H -0.156 -1.450 -2.900
H 4.832 -2.468 0.318
O 4.012 -2.325 0.822
H -1.868 -1.162 0.768
H 0.403 -0.936 2.942
H -2.159 0.796 -2.726
H -0.014 1.374 -1.881
N 0.293 0.455 -2.146
H 4.267 -2.389 1.747
H 1.400 1.548 0.033
H -1.028 0.743 -0.045
H 1.176 0.675 2.764
C 1.551 0.028 -1.477
C 1.054 -0.333 2.312
O 1.721 -3.706 0.177
C 1.568 0.479 -0.012
C 0.557 -0.262 0.888
H 0.414 -3.221 -0.845
H -3.342 2.848 -2.134
H 1.964 -4.638 0.120
H -1.327 3.090 4.083
H 1.651 -1.078 -1.548
H -0.987 0.948 1.604
H -2.504 3.657 3.333
H 0.459 -1.295 0.469
H 2.538 -3.234 0.407
H -1.036 -2.675 -0.751
O -0.290 -2.778 -1.385
O -0.415 -3.232 2.270
N -1.758 -0.095 -3.028
H -0.548 3.985 1.915
O -0.283 3.647 -1.262
H -1.013 -2.831 1.618
N -0.810 0.301 0.857
C -0.515 -0.447 -2.668
H -2.905 -2.350 1.017
O -2.157 -2.084 0.465
*
```

Frontier orbital gap   0.37599 hartree
ΔE to the lowest compared entry with this formula, charge and spin   2.3 kcal per mole
Highest occupied orbital energy   -12.40 eV
Energy   -28599.075 eV



> Among the records above, which one has the lowest frontier orbital gap?

C5H32N2O12



> The highest highest occupied orbital energy belongs to which entry?

C5H32N2O12



> Among the records above, which one has the highest frontier orbital gap?

C5H32N3O9



> Among the records above, which one has the lowest frontier orbital gap?

C5H32N2O12